No. 1
This record from the OMol25 dataset describes the molecule CH6FOP3 in a non-equilibrium geometry. The level of theory is wB97M-V/def2-TZVPD.

Element x y z (Å)
F -3.3465 1.2277 -0.2482
C -3.1925 -0.1098 -0.1547
O -1.8529 -0.4961 -0.4413
P -0.4149 -0.4534 0.5285
P 2.0335 -0.8024 -0.2699
P 2.2479 1.3511 -0.3023
H -3.7930 -0.5882 -0.9376
H -3.4957 -0.4224 0.8508
H -0.4560 -1.8311 0.8175
H 2.2433 -0.8535 1.1212
H 1.8636 1.4814 -1.6395
H 3.6062 1.3607 -0.6385

Forces on the atoms, in the same order (eV/Å):
-0.01 0.71 -0.02
1.32 -0.99 0.05
1.04 -0.17 -0.27
-0.68 0.17 0.18
-2.02 -0.39 -0.47
-0.08 0.84 0.40
0.10 0.11 0.22
0.09 0.05 -0.08
0.12 -0.22 0.11
-0.17 -0.08 0.33
-0.13 0.01 -0.38
0.42 -0.02 -0.09

Summary:
Maximum force (eV Å⁻¹): 2.1
Calculated total energy (eV): -33763.331
Kohn-Sham gap (hartree): 0.287
Energy above the lowest of the compared OMol25 structures with the same formula, charge and spin (kcal/mol): 0.0
SMILES: FCOP[PH]#[PH2]
Total charge: 0
Spin multiplicity: 1
E_LUMO (eV): -0.6639

=====

No. 2
This record from the OMol25 dataset describes a cluster of 2 separate species, CH6IN4 in total in a non-equilibrium geometry. The level of theory is wB97M-V/def2-TZVPD.

Element x y z (Å)
C 1.5668 -0.6299 0.0610
N 1.0491 0.4220 -0.4406
N 1.9346 -1.6718 0.4461
N -1.5596 0.3242 0.9516
N 2.4183 -2.7154 0.9214
I -3.0675 0.0999 -0.4301
H 1.6847 1.2119 -0.4473
H -1.7602 1.1643 1.4540
H -1.6813 -0.4788 1.6386
H 1.9090 -2.9926 1.8475
H 2.7663 -3.5053 0.3645
H 0.0482 0.5074 -0.7332

Forces on the atoms, in the same order (eV/Å):
0.18 -2.48 0.52
-0.12 0.93 -0.50
-1.46 4.07 -2.53
0.05 -2.07 0.66
-0.31 -3.84 4.53
-0.05 0.01 -0.07
-0.55 0.33 -0.22
-0.23 0.57 0.45
0.10 1.46 -1.07
1.67 0.37 -2.18
-0.40 0.87 -0.22
1.11 -0.23 0.63

Summary:
Maximum force (eV Å⁻¹): 5.9
Calculated total energy (eV): -15185.717
Kohn-Sham gap (hartree): 0.329
Energy above the lowest of the compared OMol25 structures with the same formula, charge and spin (kcal/mol): 29.6
Total charge: +1
Spin multiplicity: 1
E_LUMO (eV): -3.5454

=====

No. 3
This record from the OMol25 dataset describes a cluster of 2 separate species, CH6N in total in a non-equilibrium geometry. The level of theory is wB97M-V/def2-TZVPD.

Element x y z (Å)
C -1.6186 -0.6818 0.1022
N 1.3514 0.7164 -0.0964
H -2.0095 -1.6501 -0.3769
H -1.8913 -0.4777 1.1559
H -0.8371 -0.0725 -0.4692
H 1.6742 0.8484 -1.0717
H 1.6893 -0.1312 0.3157
H 1.6415 1.4484 0.4403

Forces on the atoms, in the same order (eV/Å):
0.73 -1.11 -0.90
-1.57 -2.20 -2.64
0.47 1.49 0.74
0.08 0.16 -0.68
-1.00 -0.19 0.87
-0.10 -0.34 1.04
0.57 -0.36 -0.16
0.82 2.54 1.73

Summary:
Maximum force (eV Å⁻¹): 3.8
Calculated total energy (eV): -2613.121
Kohn-Sham gap (spin up / spin down) (hartree): 0.211 / 0.211
Energy above the lowest of the compared OMol25 structures with the same formula, charge and spin (kcal/mol): 99.3
Total charge: +1
Spin multiplicity: 1
E_LUMO (spin up / spin down) (eV): -9.2371 / -9.2367

=====

No. 4
This record from the OMol25 dataset describes a structure of composition CH6N2O in a non-equilibrium geometry. The level of theory is wB97M-V/def2-TZVPD.

Element x y z (Å)
C -0.3579 -0.4743 -1.4794
N 0.0031 -0.0405 1.9240
N -0.5602 0.2281 -0.2550
O 0.1557 -0.4030 0.7141
H -1.3078 -0.3705 -1.9110
H 0.4794 -0.3148 -2.0740
H -0.3339 -1.5779 -1.1588
H 0.3533 1.9049 0.6339
H 0.7746 -0.5963 2.3591
H 0.7937 1.6443 1.2472

Forces on the atoms, in the same order (eV/Å):
-0.97 -3.54 2.65
0.21 0.02 1.61
0.54 0.51 2.48
-0.14 -0.84 -3.29
-0.95 0.34 -1.53
1.45 0.93 -1.03
0.16 1.16 -0.81
1.10 -0.10 1.03
-0.70 0.37 -0.01
-0.70 1.16 -1.10

Summary:
Maximum force (eV Å⁻¹): 4.5
Calculated total energy (eV): -6155.054
Kohn-Sham gap (spin up / spin down) (hartree): 0.358 / 0.342
Energy above the lowest of the compared OMol25 structures with the same formula, charge and spin (kcal/mol): 171.6
Total charge: 0
Spin multiplicity: 1
E_LUMO (spin up / spin down) (eV): 0.1394 / -0.0834

=====

No. 5
This record from the OMol25 dataset describes the molecule CH6N2O in a non-equilibrium geometry. The level of theory is wB97M-V/def2-TZVPD.

Element x y z (Å)
C -0.6592 0.4552 -0.9242
N 0.5797 0.0029 0.0571
N 0.3376 -0.1709 1.4600
O 0.6493 -1.1435 -0.6873
H -1.5330 -0.0489 -0.5180
H -0.5502 0.2924 -1.9948
H -0.7204 1.5223 -0.7034
H 1.4209 0.5908 -0.0294
H 1.0320 -0.8512 1.7862
H -0.5567 -0.6492 1.5539

Forces on the atoms, in the same order (eV/Å):
0.67 2.38 3.10
-2.66 -0.97 -3.69
-0.27 0.46 0.13
2.11 -1.91 0.92
0.28 -0.10 -0.04
0.81 -0.38 0.57
-0.61 0.36 -0.28
-0.37 -0.05 0.02
-0.05 0.18 -0.44
0.10 0.03 -0.29

Summary:
Maximum force (eV Å⁻¹): 4.6
Calculated total energy (eV): -6157.499
Kohn-Sham gap (hartree): 0.331
Energy above the lowest of the compared OMol25 structures with the same formula, charge and spin (kcal/mol): 115.2
SMILES: C[N@@H+](N)[O-]
Total charge: 0
Spin multiplicity: 1
E_LUMO (eV): 1.0134

=====

No. 6
This record from the OMol25 dataset describes a structure of composition CH6N2O2 in a non-equilibrium geometry. The level of theory is wB97M-V/def2-TZVPD.

Element x y z (Å)
N -0.0938 -0.0764 3.2307
C -0.2372 1.0080 2.6685
N 0.4081 1.2305 1.4740
O 0.6780 -0.6760 -1.7614
H -0.1076 -0.9471 -2.6064
H -0.5874 -0.1454 4.1272
H 0.4755 0.3470 0.9581
H 0.2517 2.1440 1.0780
H 1.5303 -0.3442 -2.0484
H -1.5314 -1.5726 -3.5141
O -0.7864 -0.9677 -3.6062

Forces on the atoms, in the same order (eV/Å):
-2.02 2.56 2.71
3.78 -3.46 -3.21
-1.84 1.74 1.78
0.05 0.00 1.84
-0.35 0.50 -1.15
-0.02 -1.21 -0.11
-0.14 0.45 -1.03
0.26 -0.34 -0.81
-0.02 -0.08 -0.51
0.19 -0.07 0.15
0.11 -0.09 0.34

Summary:
Maximum force (eV Å⁻¹): 6.0
Calculated total energy (eV): -8202.332
Kohn-Sham gap (hartree): 0.103
Energy above the lowest of the compared OMol25 structures with the same formula, charge and spin (kcal/mol): 197.0
Total charge: 0
Spin multiplicity: 1
E_LUMO (eV): -4.9420

=====

Question: Which formula does entry 3 have?
Answer: CH6N

=====

Question: The lowest calculated total energy belongs to which entry?
Answer: CH6FOP3

=====

Question: spin multiplicity of number 2 (CH6IN4)?
Answer: 1